The following is a quantum chemistry calculation of a structure of composition C15H9AuCl2I2N3O5 in a non-equilibrium geometry, from the Open Molecules 2025 dataset.

## Properties
Net charge = +1
Highest occupied orbital energy (spin up / spin down) = -0.4131 / -0.4127 hartree

Each line ends with the Löwdin charge.
Positions of all 37 atoms, in Å:
Au -0.26418 -0.50002 -0.01414  1.32
C 0.27344 0.65985 -3.52173  0.04
C -1.04356 0.23571 -3.01685  -0.30
N -1.28272 -0.19493 -1.78779  0.01
C -2.61533 -0.47541 -1.68114  -0.12
C -3.20602 -0.21489 -2.89265  -0.03
N -2.19373 0.22640 -3.70604  0.22
C -4.60706 -0.31794 -3.42386  -0.48
O -5.53435 -0.68543 -2.58781  0.17
O -4.79403 -0.05031 -4.58382  0.14
C -3.15466 -0.92067 -0.36140  -0.54
O -4.35663 -1.10481 -0.24534  0.12
O -2.28860 -1.05186 0.56630  -0.06
H 0.99453 0.60153 -2.71041  0.07
H 0.23132 1.68036 -3.90045  0.11
H 0.59420 0.01531 -4.33909  0.11
H -2.34562 0.50095 -4.66923  0.20
H -5.22734 -0.87758 -1.65164  0.10
Cl 4.61581 0.98310 -0.84829  0.78
C 3.93906 0.42741 0.60538  -0.59
C 4.70386 0.35487 1.76182  -0.10
C 4.16881 -0.08581 2.95954  -0.61
Cl 5.15438 -0.17093 4.34453  0.77
C 2.78696 -0.44310 3.04634  -0.15
C 2.13654 -0.82624 4.23259  0.03
C 0.79374 -1.12496 4.20571  0.00
C 0.09780 -1.05005 2.99602  -0.07
N 0.69712 -0.69519 1.87945  -0.02
C 2.00463 -0.38374 1.86998  -0.15
C 2.55934 0.03856 0.59804  -0.40
O 1.86075 0.07700 -0.44631  -0.13
H 5.73819 0.66136 1.72294  0.12
H 2.70023 -0.87121 5.15175  0.11
H 0.27828 -1.41288 5.10669  0.12
H -0.95714 -1.27431 2.93101  0.13
I -0.94401 2.87149 0.88455  -0.01
I -1.51402 5.39836 1.52533  0.11